{"formula": "C4H5O2Sm", "method": "wB97M-V/def2-TZVPD", "species": ["O", "Sm", "C", "O", "C", "H", "H", "C", "C", "H", "H", "H"], "positions_angstrom": [[-3.490, 1.132, 0.355], [3.300, -0.372, -1.848], [-1.050, -1.292, 0.452], [0.920, -0.808, -0.741], [0.338, -1.023, 0.341], [-3.543, -0.578, 1.544], [-4.380, 1.433, 0.561], [-2.144, -0.747, -0.036], [-3.435, -0.264, 0.491], [0.902, -0.926, 1.282], [-4.231, -0.778, -0.081], [-1.742, -2.285, 0.026]], "forces_ev_per_angstrom": [[0.5, -0.1, -0.2], [-1.8, -0.3, 0.7], [-1.4, 0.4, -3.0], [2.4, 0.3, -2.4], [0.4, -0.1, 2.3], [0.3, 0.0, -0.4], [-0.2, 0.0, 0.0], [1.3, -1.3, 3.0], [-1.9, -0.4, -0.7], [-0.3, -0.4, -0.1], [0.0, 0.3, 0.2], [0.6, 1.5, 0.6]], "lowdin_charge": [-0.0174, 1.8533, -0.0086, -0.2344, -0.3066, 0.1505, 0.1144, 0.1501, -0.2497, 0.1322, 0.1409, 0.2751], "homo_energy_ha": [-0.4996, -0.5967], "multiplicity": 8, "charge": 2, "fmax_ev_per_a": 3.5, "e_above_lowest_ev": 1.0336, "gap_ev": [4.13, 6.93], "e_tot_ha": -963.00368}